Density functional theory data (ωB97M-V with the def2-TZVPD basis set) for one molecule with the formula CH4N2OS2.

Output
Net charge: 0
SMILES: ONC(=S)NS
LUMO, hartree: 0.01419

Geometry as XYZ:
```
10
CH4N2OS2 (ωB97M-V with the def2-TZVPD basis set)
O 0.105 1.437 -2.006
N -0.004 1.115 -0.679
C -0.005 -0.142 -0.214
S 0.171 -1.407 -1.325
N -0.167 -0.219 1.126
S -0.693 -1.616 1.890
H 0.198 0.547 -2.456
H 0.139 1.931 -0.086
H -0.223 0.598 1.704
H 0.478 -2.243 2.046
```

Population analysis type Mulliken, resulting atomic charges in e:
1. O -0.3576
2. N -0.1348
3. C 0.5398
4. S -0.4998
5. N -0.3327
6. S -0.1178
7. H 0.2826
8. H 0.2279
9. H 0.2543
10. H 0.1381


Density functional theory data (ωB97M-V with the def2-TZVPD basis set) for C33H48ClFI3N10O24PS as an isolated structure.

Output
Net charge: 0
LUMO, hartree: -0.03306

Geometry as XYZ:
```
122
C33H48ClFI3N10O24PS (ωB97M-V with the def2-TZVPD basis set)
C 0.340 1.850 -5.073
C 1.747 1.840 -4.561
I 3.045 3.031 -5.672
C 2.138 1.150 -3.495
I 4.099 1.123 -2.794
C 1.160 0.382 -2.697
C 0.342 1.122 -1.855
C -0.625 0.488 -1.105
C -0.781 -0.893 -1.155
C 0.015 -1.672 -2.020
P -0.290 -3.508 -2.019
C -0.656 -3.893 -3.765
O 1.266 -4.053 -1.957
C 0.998 -1.011 -2.790
C 1.891 -1.756 -3.739
C 1.241 -2.010 -5.051
O 0.296 -1.494 -5.520
F 1.926 -2.936 -5.739
C -1.818 -1.403 -0.209
O -1.649 -2.354 0.508
C -3.055 -0.586 -0.143
C -4.325 -1.177 -0.033
C -4.467 -2.679 0.053
C -5.846 -3.286 -0.116
C -6.551 -2.944 -1.428
Cl -6.883 -2.940 1.300
C -5.414 -0.322 -0.024
C -5.294 1.072 -0.103
S -6.829 1.899 -0.106
C -4.024 1.649 -0.172
I -3.770 3.716 -0.302
C -2.910 0.806 -0.188
C -1.503 1.281 -0.229
O -1.091 2.204 0.418
H 0.339 2.100 -6.124
H -0.213 2.601 -4.524
H -0.115 0.874 -4.959
H 0.458 2.192 -1.799
H -1.311 -4.753 -3.748
H -1.117 -3.062 -4.278
H 0.234 -4.183 -4.318
H 1.578 -3.823 -1.065
H 2.749 -1.139 -3.989
H 2.217 -2.695 -3.311
H -4.073 -2.998 1.009
H -3.843 -3.114 -0.721
H -5.702 -4.356 -0.086
H -5.877 -2.428 -2.103
H -7.407 -2.305 -1.261
H -6.897 -3.842 -1.922
H -6.405 -0.730 0.039
H -6.360 3.141 -0.093
C -0.785 -1.431 3.562
N -0.428 -2.034 4.871
O 0.149 -3.099 4.906
O -0.743 -1.381 5.851
H -0.457 -2.071 2.753
H -1.860 -1.298 3.550
H -0.290 -0.467 3.525
C 5.577 3.130 -9.953
N 4.739 3.565 -8.804
O 5.308 3.927 -7.789
O 3.535 3.513 -8.928
H 6.617 3.224 -9.666
H 5.315 2.099 -10.164
H 5.327 3.770 -10.793
C -1.873 1.673 6.198
N -2.999 1.518 5.235
O -3.987 2.202 5.363
O -2.844 0.656 4.389
H -2.128 2.436 6.919
H -1.745 0.701 6.666
H -0.991 1.945 5.631
C 3.656 -1.043 2.293
N 2.567 -1.533 1.408
O 1.500 -0.966 1.435
O 2.835 -2.491 0.704
H 3.280 -0.196 2.852
H 3.933 -1.866 2.944
H 4.488 -0.766 1.652
C 0.187 5.064 9.190
N 0.688 4.409 7.951
O 1.781 4.718 7.537
O -0.048 3.588 7.438
H 0.942 5.759 9.533
H -0.739 5.568 8.936
H 0.006 4.275 9.914
C -2.901 5.482 -4.444
N -1.524 4.957 -4.658
O -0.750 4.989 -3.723
O -1.268 4.516 -5.758
H -2.976 5.829 -3.421
H -3.052 6.287 -5.156
H -3.591 4.666 -4.639
C 4.504 -4.612 -2.251
N 5.481 -3.768 -1.513
O 6.463 -4.309 -1.051
O 5.236 -2.581 -1.424
H 4.866 -5.632 -2.244
H 3.547 -4.523 -1.752
H 4.439 -4.219 -3.261
C 7.277 1.913 -5.904
N 7.266 1.659 -7.372
O 6.507 0.814 -7.801
O 8.016 2.326 -8.053
H 6.552 1.256 -5.439
H 8.286 1.733 -5.549
H 7.002 2.954 -5.760
C -3.080 -3.502 7.335
N -3.508 -3.155 8.718
O -2.663 -3.158 9.591
O -4.677 -2.884 8.879
H -2.018 -3.714 7.350
H -3.655 -4.367 7.020
H -3.302 -2.645 6.707
C 0.186 -0.287 9.080
N 0.142 1.189 9.288
O -0.920 1.693 9.592
O 1.178 1.799 9.125
H -0.804 -0.689 9.256
H 0.503 -0.453 8.055
H 0.908 -0.696 9.779
```

Atom charges from the Mulliken analysis, given in e for atoms 1 to 99:
1. C -1.0152
2. C 0.3483
3. I 0.1679
4. C -1.7328
5. I 0.1875
6. C 1.0324
7. C -1.0756
8. C 0.8239
9. C -0.0229
10. C 1.4658
11. P -0.1035
12. C -1.1963
13. O -0.4762
14. C 0.9888
15. C -0.7309
16. C 0.1972
17. O -0.4337
18. F -0.3173
19. C -0.4122
20. O -0.6623
21. C -0.4983
22. C 1.1139
23. C -0.5372
24. C -0.0680
25. C -1.2719
26. Cl -0.1959
27. C -0.9139
28. C 0.2056
29. S -0.2398
30. C -0.1853
31. I 0.1279
32. C 0.6963
33. C -0.5195
34. O -0.5589
35. H 0.6641
36. H -0.1627
37. H 0.0989
38. H 0.8484
39. H 0.4569
40. H 0.3819
41. H 0.2002
42. H 0.3053
43. H 0.4064
44. H 0.1355
45. H 0.3623
46. H 0.2067
47. H 0.5504
48. H 0.2927
49. H 0.3557
50. H 0.3664
51. H 0.2861
52. H 0.0341
53. C -0.7512
54. N 0.8721
55. O -0.5748
56. O -0.4302
57. H 0.3483
58. H 0.2438
59. H 0.2829
60. C -0.7940
61. N 0.8488
62. O -0.4814
63. O -0.5161
64. H 0.3150
65. H 0.2931
66. H 0.3214
67. C -0.6037
68. N 0.8526
69. O -0.5671
70. O -0.4411
71. H 0.3834
72. H 0.0703
73. H 0.3052
74. C -0.8900
75. N 0.8732
76. O -0.4421
77. O -0.4949
78. H 0.3289
79. H 0.3201
80. H 0.3194
81. C -0.7414
82. N 0.8422
83. O -0.5499
84. O -0.4314
85. H 0.3104
86. H 0.2922
87. H 0.2613
88. C -0.7531
89. N 0.8974
90. O -0.5035
91. O -0.5022
92. H 0.2619
93. H 0.2929
94. H 0.3144
95. C -0.5878
96. N 0.9599
97. O -0.5671
98. O -0.5056
99. H 0.3284


Density functional theory data (ωB97M-V with the def2-TZVPD basis set) for a 2-piece molecular cluster, CH5BrSi overall.

Output
Net charge: 0
LUMO, hartree: -0.00139

Geometry as XYZ:
```
8
CH5BrSi (ωB97M-V with the def2-TZVPD basis set)
C 0.961 -0.268 0.372
Si -0.547 0.104 -0.661
Br -2.307 -0.803 0.257
H 0.760 -1.086 1.115
H 1.887 -0.505 -0.039
H 1.299 0.357 1.148
H -0.372 0.106 -2.112
H -1.680 2.095 -0.081
```

Population analysis type Mulliken, resulting atomic charges in e:
1. C -1.1586
2. Si 0.3116
3. Br -0.1522
4. H 0.3228
5. H 0.4052
6. H 0.4273
7. H -0.0574
8. H -0.0987


Density functional theory data (ωB97M-V with the def2-TZVPD basis set) for a 2-piece molecular cluster, C8H13Cl2N2O overall.

Output
Net charge: +1
LUMO, hartree: -0.11418

Geometry as XYZ:
```
26
C8H13Cl2N2O (ωB97M-V with the def2-TZVPD basis set)
C 2.513 1.801 0.355
C 2.695 0.521 1.029
C 1.525 1.969 -0.594
C 1.938 -0.539 0.744
C 0.684 0.796 -1.047
C 0.574 -0.410 -0.026
C -3.830 -0.089 0.038
C 0.139 -1.643 -0.791
N -2.872 0.689 0.200
N -0.470 -0.124 1.117
O 1.069 -2.364 -1.570
Cl -5.488 0.172 0.101
Cl -0.738 -2.786 0.333
H 3.392 2.551 0.521
H 3.544 0.338 1.805
H 1.307 2.875 -1.149
H 2.233 -1.513 1.172
H -0.373 1.003 -1.340
H 1.221 0.480 -1.894
H -0.705 -1.258 -1.400
H -3.165 1.604 0.431
H -1.548 -0.051 0.703
H -0.368 0.822 1.428
H -0.235 -0.655 1.943
H -3.628 -1.122 -0.110
H 0.586 -3.066 -1.999
```

Population analysis type Mulliken, resulting atomic charges in e:
1. C -0.2815
2. C -0.1835
3. C -0.6519
4. C -1.0102
5. C -0.8458
6. C 0.7080
7. C 0.0944
8. C -0.0999
9. N -0.4507
10. N -0.2116
11. O -0.4755
12. Cl -0.0865
13. Cl -0.1780
14. H 0.2960
15. H 0.3191
16. H 0.4516
17. H 0.3916
18. H 0.4323
19. H 0.4006
20. H 0.4071
21. H 0.1684
22. H 0.3731
23. H 0.4534
24. H 0.3706
25. H 0.2480
26. H 0.3611


Density functional theory data (ωB97M-V with the def2-TZVPD basis set) for a 7-piece molecular cluster, C26H31Cl8N3O6 overall.

Output
Multiplicity: 2
<S²>: 0.768
Net charge: +1
LUMO (spin up / spin down), hartree: -0.19629 / -0.33906

Geometry as XYZ:
```
74
C26H31Cl8N3O6 (ωB97M-V with the def2-TZVPD basis set)
Cl -12.253 2.934 -2.116
C -11.021 4.122 -1.751
C -11.011 5.297 -2.817
Cl -9.608 6.401 -2.594
H -10.089 3.560 -1.701
H -11.267 4.591 -0.798
H -12.019 5.710 -2.778
H -10.810 4.847 -3.789
Cl -12.518 7.319 -0.389
C -13.549 8.593 -0.735
C -14.454 8.404 -2.026
Cl -13.379 8.351 -3.468
H -12.962 9.511 -0.714
H -14.252 8.798 0.072
H -15.155 9.231 -2.143
H -15.040 7.493 -1.907
Cl -6.977 6.573 -7.189
C -6.344 5.288 -6.127
C -7.418 4.702 -5.158
Cl -8.556 3.727 -6.108
H -5.441 5.597 -5.600
H -6.005 4.465 -6.756
H -7.955 5.461 -4.589
H -6.952 3.912 -4.569
Cl -9.954 0.228 -6.067
C -9.698 0.912 -4.450
C -10.675 0.236 -3.518
Cl -10.091 0.314 -1.854
H -9.683 2.000 -4.517
H -8.672 0.691 -4.157
H -10.646 -0.829 -3.748
H -11.737 0.478 -3.468
C -9.018 1.708 2.799
C -9.227 0.403 3.245
C -10.363 -0.252 2.766
C -11.365 0.428 2.005
C -11.173 1.740 1.678
C -9.962 2.353 1.992
N -12.688 -0.199 1.589
O -12.953 -1.326 2.004
O -13.451 0.468 0.911
H -8.143 2.243 3.138
H -8.447 -0.100 3.796
H -10.523 -1.298 2.982
H -11.829 2.319 1.046
H -9.710 3.333 1.615
C -14.704 3.147 5.756
C -14.680 2.725 4.437
C -13.891 3.318 3.513
C -13.105 4.396 3.837
C -13.080 4.833 5.178
C -13.887 4.213 6.180
N -12.397 5.165 2.759
O -12.418 4.749 1.594
O -12.063 6.300 3.068
H -15.507 2.671 6.300
H -15.157 1.787 4.198
H -13.912 2.963 2.493
H -12.471 5.684 5.446
H -14.002 4.559 7.196
C -9.642 8.377 -6.357
C -9.198 9.044 -7.512
C -8.923 10.439 -7.408
C -9.195 11.134 -6.220
C -9.615 10.386 -5.123
C -9.865 9.073 -5.172
N -9.027 12.614 -6.139
O -8.268 13.167 -6.881
O -9.685 13.237 -5.338
H -9.794 7.308 -6.342
H -8.927 8.477 -8.391
H -8.498 10.991 -8.233
H -9.920 10.893 -4.219
H -10.281 8.423 -4.416
```

Population analysis type Mulliken, resulting atomic charges in e:
1. Cl -0.2009
2. C 0.0125
3. C -0.6068
4. Cl -0.2344
5. H 0.3112
6. H -0.0811
7. H 0.3152
8. H 0.4655
9. Cl -0.0071
10. C -0.5983
11. C -0.5848
12. Cl -0.1336
13. H 0.3227
14. H 0.3326
15. H 0.3807
16. H 0.3162
17. Cl -0.1269
18. C -0.6182
19. C -0.2506
20. Cl -0.2026
21. H 0.3858
22. H 0.3436
23. H 0.1456
24. H 0.3681
25. Cl -0.1946
26. C 0.0522
27. C -0.5479
28. Cl -0.1996
29. H -0.1641
30. H 0.3139
31. H 0.4119
32. H 0.3270
33. C -0.5337
34. C -0.5779
35. C -0.2290
36. C -0.3750
37. C 0.4984
38. C -0.4256
39. N 1.0045
40. O -0.5570
41. O -0.5156
42. H 0.4626
43. H 0.4521
44. H 0.5079
45. H 0.6876
46. H 0.5586
47. C -0.2963
48. C -0.7537
49. C 0.2176
50. C -0.1752
51. C -0.3020
52. C -0.6429
53. N 0.8624
54. O -0.4921
55. O -0.5520
56. H 0.3781
57. H 0.3755
58. H 0.5288
59. H 0.4536
60. H 0.4011
61. C -0.4763
62. C -0.7400
63. C -0.2937
64. C 0.1312
65. C -0.4243
66. C -0.1287
67. N 0.9122
68. O -0.5640
69. O -0.5609
70. H 0.5542
71. H 0.5188
72. H 0.4207
73. H 0.4022
74. H 0.2346


Density functional theory data (ωB97M-V with the def2-TZVPD basis set) for one molecule with the formula CClF3.

Output
Net charge: 0
SMILES: FC(F)(F)Cl
LUMO, hartree: 0.02676

Geometry as XYZ:
```
5
CClF3 (ωB97M-V with the def2-TZVPD basis set)
F 1.207 0.668 -0.013
C 0.086 -0.001 -0.014
F -0.291 -0.099 -1.311
F 0.302 -1.243 0.427
Cl -1.304 0.674 0.911
```

Population analysis type Mulliken, resulting atomic charges in e:
1. F -0.1590
2. C 0.6388
3. F -0.1970
4. F -0.1834
5. Cl -0.0993


Density functional theory data (ωB97M-V with the def2-TZVPD basis set) for a 2-piece molecular cluster, C4H9BrOSi overall.

Output
Net charge: 0
LUMO, hartree: -0.08281

Geometry as XYZ:
```
16
C4H9BrOSi (ωB97M-V with the def2-TZVPD basis set)
C 0.326 -0.838 -0.967
C 1.475 0.408 0.746
C -0.711 -0.536 1.289
C 0.563 -0.754 0.507
O 0.604 -1.695 -1.762
Si -0.492 0.645 -1.818
Br -3.695 0.936 -1.050
H 0.984 1.430 0.719
H 1.858 0.225 1.748
H 2.409 0.444 0.129
H -1.245 0.096 0.646
H -0.416 0.124 2.006
H -1.263 -1.432 1.592
H 1.182 -1.575 0.876
H -0.821 0.326 -3.115
H -0.759 2.196 -1.546
```

Population analysis type Mulliken, resulting atomic charges in e:
1. C 0.3089
2. C -1.6690
3. C -1.1668
4. C 0.6276
5. O -0.4581
6. Si 0.4110
7. Br -0.4969
8. H 0.3867
9. H 0.4305
10. H 0.3729
11. H 0.2655
12. H 0.4400
13. H 0.2696
14. H 0.3341
15. H -0.0814
16. H 0.0254


So what do the calculations give for max |F|? Going down the list: 1.97; 0.82; 3.92; 3.41; 3.85; 2.08; 4.73 eV/A.